1.
ORCA calculation (the ωB97M-V functional and the def2-TZVPD basis) on a cluster of 13 separate species, C31H68F30N8O15P3S2 in total in a non-equilibrium geometry.

```
! wB97M-V def2-TZVPD RIJCOSX def2/J DEFGRID3
* xyz 1 1
S 0.10 -1.65 0.45
S -1.29 0.55 0.67
P 2.91 -2.57 -4.47
P -4.89 1.48 -4.53
P 6.12 -3.02 3.02
F 2.56 -0.75 0.81
F 6.61 -4.00 1.81
F 5.68 -4.29 3.90
F -5.72 7.80 1.22
F -2.29 1.16 -1.70
F -5.04 1.36 -6.13
F -4.29 -0.05 -4.61
F 1.65 -2.23 -3.44
F -2.96 -3.96 4.87
F 4.18 -2.87 -5.43
F 2.31 -4.02 -4.83
F 5.68 -2.00 4.19
F 2.37 -2.94 0.44
F 2.20 -1.51 -1.15
F -4.27 9.30 0.57
F 3.48 -1.08 -4.12
F -3.38 2.04 -4.64
F 6.55 -1.79 2.04
F -3.03 2.39 -0.09
F -5.45 2.99 -4.59
F -6.41 0.97 -4.36
F 7.60 -2.99 3.67
F 3.73 -3.15 -3.19
F -2.01 -5.88 5.32
F -1.06 2.77 -0.84
F -0.92 -3.96 5.49
F -5.68 8.51 -0.84
F -4.73 1.50 -2.90
F 2.07 -2.01 -5.74
F 4.62 -2.93 2.41
O -0.17 -5.41 3.02
O -0.52 -2.76 -0.24
O -0.02 -1.60 1.89
O -2.75 7.31 -0.76
O -2.38 -0.34 0.97
O 6.92 -0.39 -2.41
O -0.68 1.27 1.76
O 0.53 2.03 -4.06
O 1.33 -5.99 -0.35
O -2.86 4.98 -5.19
O -1.26 4.97 1.59
O -2.32 -5.49 2.50
O 3.50 -2.03 6.55
O -4.61 6.01 -0.83
O -6.14 -2.90 0.77
N 1.35 0.39 -2.64
N 3.13 -0.25 5.12
N 6.95 -1.87 -0.64
N -0.17 6.88 0.69
N -0.23 -0.10 -0.28
N -4.96 -4.39 2.10
N -3.49 6.44 -3.49
N 1.22 -6.50 -2.59
C -5.23 5.01 -0.05
C -2.93 5.14 -4.02
C -2.43 4.17 -3.00
C -0.45 7.81 1.85
C -0.80 -5.68 -1.33
C 1.01 4.66 1.11
C 5.13 -0.35 6.71
C 7.23 -0.51 -1.28
C -3.91 7.04 -0.08
C 2.30 1.43 -2.13
C -5.09 -3.40 0.97
C 2.39 -5.61 -3.01
C -1.81 -4.68 4.77
C -0.66 -0.10 -4.10
C 0.96 -4.84 3.66
C 0.63 -6.04 -1.29
C 1.98 -1.03 4.43
C 0.39 0.92 -3.69
C -0.28 5.42 1.13
C -3.79 -3.16 0.24
C -4.94 6.63 -3.87
C -1.94 1.81 -0.59
C -5.88 4.03 -1.03
C -5.55 -3.85 3.39
C -1.42 -4.80 3.28
C -4.91 8.16 0.21
C 1.94 -1.74 0.16
C 3.89 -0.99 6.18
C 7.94 0.58 -0.53
C 2.24 -5.43 3.07
C 5.57 -2.42 -0.89
H 0.74 7.01 0.26
H -5.22 3.38 -1.60
H 5.86 -0.25 5.91
H -5.04 6.74 -4.94
H -4.82 -3.12 3.75
H -3.00 -3.07 1.00
H 0.84 0.11 -1.79
H -3.28 3.65 -2.56
H 4.82 -1.82 -0.39
H -4.03 -4.84 2.25
H 2.61 -1.84 4.06
H 7.69 0.72 0.52
H 1.81 -0.45 -3.02
H 1.68 2.18 -1.64
H -1.57 0.44 -4.37
H 2.29 -5.60 1.99
H -0.15 8.79 1.48
H -1.27 -5.71 -0.35
H -3.60 -4.10 -0.28
H 0.57 -6.36 -3.37
H -0.89 7.02 -0.03
H 1.30 -1.52 5.12
H 2.73 1.85 -3.03
H -1.40 -3.78 2.88
H 3.75 -0.07 4.33
H 1.04 -5.04 4.73
H 3.31 -5.93 -2.53
H -3.46 6.67 0.85
H 7.67 1.52 -1.02
H 5.58 -0.90 7.54
H 2.35 -6.37 3.62
H -5.26 7.51 -3.32
H 1.55 -0.44 3.64
H -1.74 3.49 -3.49
H 2.70 0.62 5.44
H 0.15 7.54 2.72
H 3.10 -4.87 3.43
H -0.29 -0.80 -4.84
H -1.50 7.67 2.12
H -6.08 5.45 0.50
H -6.56 3.31 -0.56
H -0.87 -4.72 -1.85
H 7.14 -1.76 0.38
H 7.51 -2.66 -0.95
H -5.62 -5.10 1.77
H -0.88 -0.66 -3.19
H 1.39 -7.50 -2.55
H -1.44 -6.34 -1.94
H -4.62 4.55 0.73
H 2.95 0.99 -1.38
H 9.01 0.44 -0.64
H 1.39 4.62 2.14
H 1.73 4.86 0.32
H 4.87 0.63 7.10
H -6.40 -3.23 3.12
H -3.31 6.58 -2.48
H 0.74 3.61 0.93
H 5.43 -2.51 -1.96
H -2.92 7.22 -3.84
H -1.84 4.76 -2.30
H 5.61 -3.45 -0.51
H -6.55 4.52 -1.74
H -5.54 5.76 -3.62
H 2.17 -4.60 -2.68
H 1.08 -3.77 3.48
H -3.76 -2.31 -0.43
H 2.56 -5.72 -4.08
H -5.76 -4.62 4.11
*
```

Calculated values
Kohn-Sham gap = 6.0227 eV


2.
ORCA calculation (the ωB97M-V functional and the def2-TZVPD basis) on an isolated molecule of C5H6O2S in a non-equilibrium geometry.

```
! wB97M-V def2-TZVPD RIJCOSX def2/J DEFGRID3
* xyz 0 1
S -2.23 -0.24 -0.62
O 0.45 -1.54 -1.32
O 1.11 -0.65 0.72
C 0.77 2.00 -1.26
C 1.20 -1.44 -0.38
C 0.15 0.48 0.91
C -1.25 -0.18 0.96
C 0.37 1.51 -0.09
H 0.24 0.94 1.86
H 2.03 -2.20 -0.27
H -1.08 -1.16 1.48
H -1.31 -0.60 -1.51
H -1.89 0.55 1.49
H 1.44 2.54 -1.96
*
```

Calculated values
SMILES = C#C[C@@H](CS)OC=O
relative energy (zero: lowest compared OMol25 entry of this formula, charge and spin) = 83.1 kcal/mol
Kohn-Sham gap = 9.5205 eV


3.
ORCA calculation (the ωB97M-V functional and the def2-TZVPD basis) on a structure of composition C2F3FeNO3S2 in a non-equilibrium geometry.

```
! wB97M-V def2-TZVPD RIJCOSX def2/J DEFGRID3
* xyz 0 5
Fe -1.28 0.38 -0.54
S 1.03 -0.21 1.09
S -0.07 2.26 0.19
F 3.33 0.55 -0.06
F 1.80 0.17 -1.54
F 2.73 -1.47 -0.50
O -4.57 -2.11 0.16
O -0.14 -0.90 0.27
O -3.07 -0.46 -0.47
N 0.70 1.28 1.45
C 2.29 -0.22 -0.36
C -3.80 -1.33 -0.16
*
```

Calculated values
Kohn-Sham gap (alpha / beta) = 6.6905 / 6.4786 eV


4.
ORCA calculation (the ωB97M-V functional and the def2-TZVPD basis) on a structure of composition C28H25CdF5N3S.

```
! wB97M-V def2-TZVPD RIJCOSX def2/J DEFGRID3
* xyz -1 1
Cd -0.19 0.06 0.13
S -0.54 -1.24 -2.37
F 2.85 -2.74 -5.89
F 4.28 0.49 -2.77
F 0.47 -2.86 -4.69
F 4.80 -1.08 -4.95
F 1.91 0.43 -1.59
N -0.97 2.37 -1.32
N 1.74 0.33 1.70
N -0.26 2.08 1.26
C 3.11 -1.38 0.67
C 1.27 1.05 2.78
C -3.09 3.28 -0.73
C -2.54 2.92 -3.03
C -0.27 2.01 -3.62
C -1.39 3.62 3.28
C -1.30 2.44 -2.61
C 1.82 0.80 4.07
C -0.88 -3.64 0.63
C 1.38 -2.01 -4.19
C -3.46 3.31 -2.07
C -2.32 -3.20 2.61
C 2.67 -0.61 1.89
C 2.61 -1.96 -4.82
C 1.05 -1.21 -3.09
C -1.81 -2.60 1.29
C -3.01 -2.34 0.38
C 2.79 -0.14 4.23
C -1.82 2.83 -0.40
C 2.09 -0.38 -2.65
C 0.22 1.98 2.55
C -1.92 3.65 1.96
C 3.60 -1.12 -4.35
C -0.36 2.78 3.57
C 3.24 -0.88 3.12
C -1.32 2.85 1.01
C 3.33 -0.33 -3.25
C -1.05 -1.33 1.58
H -2.72 4.32 1.70
H -2.68 -2.04 -0.62
H -1.48 -3.43 3.28
H 0.01 2.74 4.58
H -3.79 3.57 0.04
H 1.45 1.35 4.93
H -3.63 -3.24 0.27
H -0.47 0.98 -3.93
H 0.72 2.04 -3.17
H -0.30 2.65 -4.50
H -2.89 -4.12 2.44
H 3.21 -0.32 5.21
H -0.25 -1.57 2.29
H -2.77 2.97 -4.08
H 3.44 -2.38 0.94
H -4.44 3.65 -2.36
H -1.82 4.25 4.05
H 2.29 -1.46 -0.05
H -2.97 -2.48 3.13
H -0.02 -3.84 1.27
H 3.93 -0.86 0.17
H -3.63 -1.54 0.79
H 4.00 -1.64 3.22
H -1.42 -4.57 0.45
H -0.52 -3.27 -0.33
*
```

Calculated values
relative energy (zero: lowest compared OMol25 entry of this formula, charge and spin) = 49.2 kcal/mol
Kohn-Sham gap (alpha / beta) = 4.8963 / 6.7627 eV